(1)
A 2-piece molecular cluster, C3H10O overall in a non-equilibrium geometry. Source: OMol25; level of theory: wB97M-V/def2-TZVPD.

Positions of all 14 atoms, in Å:
C: 0.17 1.58 0.86
C: 1.34 1.53 -0.14
H: 0.17 2.43 1.54
H: -0.78 1.52 0.32
H: 0.11 0.65 1.44
H: 1.37 0.58 -0.67
H: 1.18 2.27 -0.92
H: 2.24 1.78 0.42
C: -0.69 -2.03 -0.26
O: -2.02 -1.92 -0.72
H: -2.13 -2.31 -1.56
H: 0.01 -1.40 -0.82
H: -0.19 -3.00 -0.26
H: -0.77 -1.67 0.76

Summary:
- HOMO (eV) = -10.49
- energy relative to the best compared isomer or geometry (same formula, charge and spin) (kJ/mol) = 72.0
- SMILES string = CC.CO
- LUMO level (eV) = 1.0

Mulliken population analysis, charges in e, atoms 1 to 8:
1. C -0.8045
2. C -0.7169
3. H 0.3239
4. H 0.2722
5. H 0.2117
6. H 0.2140
7. H 0.2380
8. H 0.2654

(2)
A 2-piece molecular cluster, C3H10O overall in a non-equilibrium geometry. Source: OMol25; level of theory: wB97M-V/def2-TZVPD.

Positions of all 14 atoms, in Å:
C: 0.92 1.41 -0.75
C: -0.31 0.76 -0.06
C: -0.94 -0.38 -0.85
H: 1.81 1.04 -0.24
H: 0.83 2.50 -0.65
H: 0.81 1.26 -1.84
H: -1.09 1.53 0.07
H: -0.09 0.55 1.00
H: -1.05 -1.27 -0.19
H: -1.90 -0.14 -1.28
H: -0.31 -0.94 -1.51
H: 0.42 -1.45 2.44
H: 0.06 -2.63 1.73
O: 0.85 -2.25 2.12

Summary:
- HOMO (eV) = -11.16
- energy relative to the best compared isomer or geometry (same formula, charge and spin) (kJ/mol) = 62.7
- SMILES string = CCC.O
- LUMO level (eV) = 0.9

Mulliken population analysis, charges in e, atoms 1 to 8:
1. C -1.0906
2. C -0.0891
3. C -1.0246
4. H 0.2684
5. H 0.2788
6. H 0.3416
7. H 0.2538
8. H 0.2012

(3)
A 2-piece molecular cluster, C3H10O overall in a non-equilibrium geometry. Source: OMol25; level of theory: wB97M-V/def2-TZVPD.

Positions of all 14 atoms, in Å:
C: -1.80 -0.87 -1.60
C: -1.98 -1.43 -0.20
H: -1.19 -1.44 -2.30
H: -2.70 -0.61 -2.22
H: -1.27 0.10 -1.52
H: -2.05 -2.51 -0.24
H: -2.79 -0.89 0.29
H: -1.05 -1.27 0.33
C: 2.15 1.50 1.07
O: 3.30 0.94 1.71
H: 1.35 0.80 1.25
H: 2.29 1.59 -0.01
H: 1.88 2.51 1.35
H: 3.85 1.62 2.09

Summary:
- HOMO (eV) = -10.41
- energy relative to the best compared isomer or geometry (same formula, charge and spin) (kJ/mol) = 80.9
- SMILES string = CC.CO
- LUMO level (eV) = 0.9

Mulliken population analysis, charges in e, atoms 1 to 8:
1. C -0.8284
2. C -0.6497
3. H 0.2916
4. H 0.2806
5. H 0.2157
6. H 0.2655
7. H 0.2584
8. H 0.1685